# 1
Density functional theory data (ωB97M-V with the def2-TZVPD basis set) for a cluster of 3 separate species, C2H10NO3 in total in a non-equilibrium geometry.

The geometry in XYZ format:
```
16
Properties=species:S:1:pos:R:3:nbo_charge:R:1
O 0.50 -0.36 -2.40 -0.47
C -0.43 -1.01 -2.03 0.42
C -0.77 -1.12 -0.55 -0.35
N -0.06 -0.04 0.22 -0.70
H -1.20 -1.38 -2.71 0.16
H -0.69 -2.08 -0.04 0.26
H -1.83 -0.90 -0.43 0.24
H 0.89 -0.35 0.46 0.47
H -0.64 0.41 0.97 0.48
H 0.07 0.75 -0.42 0.44
H -2.48 1.56 1.84 0.51
H -1.22 2.14 2.58 0.51
O -1.51 1.56 1.86 -0.97
H 3.27 -0.52 0.17 0.49
H 3.34 1.05 0.29 0.51
O 2.75 0.29 0.17 -0.99
```

Calculated values
HOMO energy: -14.56 eV
Multiplicity: 1
Total charge: +1
Electronic energy: -9862.176 eV
HOMO-LUMO gap: 11.427 eV
Relative energy (zero: lowest compared OMol25 entry of this formula, charge and spin): 43.4 kJ/mol

***

# 2
Density functional theory data (ωB97M-V with the def2-TZVPD basis set) for a structure of composition C20H19AsIrN4O11S2.

The geometry in XYZ format:
```
58
Properties=species:S:1:pos:R:3:nbo_charge:R:1
Ir -0.85 0.62 0.98 1.63
O -2.96 -2.35 1.56 -1.03
As -1.24 -2.46 1.92 2.43
O -0.94 -3.43 3.17 -1.08
O -0.88 -0.79 2.28 -0.94
C -0.62 -2.93 0.15 -0.41
C -1.45 -3.81 -0.53 -0.17
C -1.15 -4.19 -1.84 -0.18
C -0.03 -3.68 -2.47 -0.20
C 0.80 -2.80 -1.79 -0.22
C 0.50 -2.42 -0.49 -0.25
S 1.65 -1.35 0.34 2.41
O 2.81 -1.23 -0.50 -0.95
O 1.79 -1.92 1.65 -0.94
O 1.02 0.05 0.40 -0.97
H -3.46 -2.62 2.35 0.51
H -2.35 -4.19 -0.06 0.24
H -1.81 -4.87 -2.36 0.23
H 0.21 -3.98 -3.48 0.22
H 1.70 -2.42 -2.25 0.24
O -3.62 -0.71 -1.54 -0.56
C -2.97 -0.29 -0.63 0.67
O -1.68 -0.49 -0.47 -0.73
C -3.59 0.62 0.46 0.67
O -4.76 0.81 0.58 -0.51
O -2.68 1.23 1.25 -0.68
N -0.63 2.07 -0.54 -0.52
C -0.20 1.60 -1.52 0.68
N 0.25 1.10 -2.61 -0.43
C 1.70 0.99 -2.87 -0.24
C 1.93 1.22 -4.35 -0.08
O 1.14 0.33 -5.12 -0.51
C -0.24 0.56 -4.92 -0.08
C -0.63 0.28 -3.48 -0.24
H 2.04 0.00 -2.56 0.24
H 2.22 1.73 -2.26 0.23
H 2.97 1.02 -4.60 0.21
H 1.69 2.26 -4.62 0.17
H -0.78 -0.12 -5.58 0.21
H -0.50 1.59 -5.18 0.17
H -0.47 -0.77 -3.22 0.23
H -1.67 0.53 -3.27 0.24
N -1.59 3.67 1.89 -0.78
C -0.54 3.17 2.53 0.32
N -0.09 1.93 2.43 -0.55
C 1.00 1.71 3.30 0.20
C 1.66 0.51 3.53 -0.24
C 2.72 0.50 4.41 -0.18
C 3.14 1.65 5.07 -0.21
C 2.48 2.85 4.87 -0.22
C 1.41 2.86 3.99 -0.23
S 0.37 4.20 3.59 0.38
H -2.27 3.03 1.49 0.44
H -1.90 4.60 2.12 0.41
H 1.34 -0.39 3.05 0.27
H 3.24 -0.44 4.59 0.23
H 3.98 1.61 5.75 0.22
H 2.78 3.75 5.39 0.22
```

Calculated values
HOMO energy (spin up / spin down): -8.90 / -8.88 eV
Multiplicity: 2
Electronic energy: -134879.751 eV
HOMO-LUMO gap (spin up / spin down): 8.687 / 6.206 eV
Relative energy (zero: lowest compared OMol25 entry of this formula, charge and spin): 24.7 kJ/mol

***

# 3
Density functional theory data (ωB97M-V with the def2-TZVPD basis set) for a structure of composition C47H55BGeN7OsS4 in a non-equilibrium geometry.

The geometry in XYZ format:
```
116
Properties=species:S:1:pos:R:3:mulliken_charge:R:1
Os 6.63 -9.82 16.33 0.46
C 3.96 -14.48 15.84 -1.71
C 4.60 -13.77 17.04 0.35
C 3.99 -13.87 18.28 -0.40
C 4.50 -13.12 19.36 -0.04
N 5.63 -12.49 19.28 -0.83
N 6.31 -12.51 18.03 1.22
B 7.53 -11.60 17.95 -0.79
N 8.70 -12.14 17.24 0.56
N 8.96 -13.50 17.51 -0.37
C 10.04 -14.00 16.98 -0.19
C 10.90 -13.25 16.14 -0.26
C 10.63 -11.97 15.82 -0.21
C 11.54 -11.19 14.95 -1.72
C 9.45 -11.48 16.31 0.74
S 8.83 -9.99 15.71 -0.32
C 10.29 -15.46 17.24 2.07
C 11.65 -15.90 16.58 -2.00
C 10.27 -15.68 18.76 -1.53
C 9.09 -16.14 16.56 -1.46
N 7.77 -10.77 19.13 0.78
N 8.56 -11.44 19.99 -0.89
C 8.92 -10.80 21.11 -0.66
C 8.42 -9.51 21.37 0.14
C 7.57 -8.84 20.53 -0.79
C 7.06 -7.48 20.87 -1.82
C 7.13 -9.60 19.43 1.78
S 5.87 -9.12 18.35 -0.75
C 9.88 -11.46 22.06 2.35
C 9.63 -12.99 22.18 -1.27
C 9.77 -10.72 23.44 -1.86
C 11.30 -11.21 21.49 -1.54
C 5.68 -12.88 16.89 0.52
S 6.26 -12.18 15.41 -0.33
C 3.77 -13.05 20.70 2.07
C 3.92 -14.27 21.60 -1.56
C 4.27 -11.75 21.38 -1.50
C 2.27 -12.92 20.46 -1.94
H 3.56 -15.46 16.16 0.45
H 4.72 -14.64 15.04 0.38
H 3.20 -13.85 15.36 0.32
H 3.16 -14.58 18.38 0.42
H 11.87 -13.68 15.83 0.51
H 12.41 -11.78 14.60 0.40
H 11.83 -10.29 15.49 0.35
H 11.07 -10.72 14.03 0.35
H 12.51 -15.41 17.05 0.38
H 11.53 -15.61 15.56 0.48
H 11.69 -16.99 16.72 0.42
H 11.18 -15.43 19.28 0.36
H 10.12 -16.72 18.91 0.48
H 9.42 -15.14 19.19 0.18
H 9.02 -15.89 15.53 0.41
H 8.12 -15.83 17.03 0.27
H 9.19 -17.29 16.65 0.38
H 8.79 -9.03 22.31 0.67
H 6.25 -7.51 21.60 0.30
H 6.72 -6.94 19.99 0.36
H 7.94 -6.89 21.29 0.44
H 8.51 -13.18 22.29 0.25
H 10.19 -13.32 23.09 0.46
H 9.93 -13.65 21.35 0.04
H 8.71 -10.37 23.53 0.53
H 10.39 -9.80 23.46 0.35
H 10.06 -11.34 24.32 0.35
H 11.53 -11.83 20.58 0.18
H 12.03 -11.37 22.28 0.45
H 11.35 -10.13 21.26 0.42
H 4.87 -14.32 22.11 0.36
H 3.83 -15.18 21.03 0.40
H 3.15 -14.24 22.42 0.36
H 5.36 -11.78 21.67 0.01
H 3.74 -11.67 22.33 0.58
H 4.12 -10.86 20.75 0.29
H 1.86 -13.86 20.17 0.41
H 2.05 -12.19 19.69 0.38
H 1.82 -12.59 21.41 0.49
S 4.31 -10.04 15.18 -0.16
C 4.49 -9.36 13.63 0.45
N 4.62 -8.85 12.54 -0.50
C 6.53 -7.99 15.88 -0.80
Ge 7.66 -6.32 15.54 2.21
C 8.80 -6.63 13.98 0.48
C 10.18 -6.37 13.78 -0.22
C 10.70 -6.54 12.52 -0.82
C 10.00 -7.15 11.50 -0.43
C 8.67 -7.46 11.68 -0.67
C 8.09 -7.25 12.91 -0.69
C 8.98 -5.56 16.82 -0.48
C 8.76 -4.48 17.64 -0.04
C 9.73 -3.90 18.42 -0.68
C 10.99 -4.44 18.51 -0.37
C 11.28 -5.59 17.74 -0.87
C 10.26 -6.19 17.02 -0.30
C 6.66 -4.64 15.25 0.16
C 5.29 -4.49 15.38 -0.41
C 4.66 -3.23 15.23 -0.51
C 5.34 -2.08 14.92 -0.63
C 6.73 -2.17 14.90 -0.59
C 7.36 -3.41 15.02 -0.31
H 5.53 -7.53 15.79 0.50
H 10.83 -6.06 14.59 0.43
H 11.66 -6.18 12.26 0.44
H 10.44 -7.36 10.55 0.48
H 8.02 -7.87 10.91 0.41
H 7.07 -7.58 13.01 0.27
H 7.78 -3.96 17.61 0.36
H 9.46 -2.99 18.97 0.40
H 11.68 -3.96 19.23 0.37
H 12.26 -6.10 17.86 0.36
H 10.50 -7.10 16.49 0.62
H 4.65 -5.42 15.43 0.15
H 3.58 -3.10 15.32 0.34
H 4.86 -1.11 14.88 0.37
H 7.33 -1.30 14.75 0.41
H 8.46 -3.41 14.91 0.37
```

Calculated values
HOMO energy (spin up / spin down): -8.66 / -10.49 eV
Multiplicity: 5
Total charge: +1
Electronic energy: -163052.514 eV
HOMO-LUMO gap (spin up / spin down): 4.840 / 5.063 eV
Relative energy (zero: lowest compared OMol25 entry of this formula, charge and spin): 549.4 kJ/mol

***

# 4
Density functional theory data (ωB97M-V with the def2-TZVPD basis set) for a cluster of 2 separate species, C4H9O3 in total in a non-equilibrium geometry.

The geometry in XYZ format:
```
16
Properties=species:S:1:pos:R:3:nbo_charge:R:1
C -0.82 -0.68 -1.38 -0.06
O -1.23 -1.43 -0.22 -0.80
C -1.35 -1.42 -2.60 -0.63
H -1.19 0.39 -1.35 0.15
H 0.30 -0.60 -1.49 0.18
H -0.68 -1.04 0.53 0.51
H -2.42 -1.63 -2.40 0.19
H -1.22 -0.82 -3.53 0.18
H -0.88 -2.39 -2.71 0.19
O 0.98 1.31 -0.16 -0.75
C 0.84 0.91 1.03 0.76
O 0.45 -0.28 1.38 -0.82
C 1.32 1.75 2.20 -0.72
H 2.26 1.32 2.65 0.21
H 1.65 2.78 1.87 0.19
H 0.62 1.86 3.01 0.20
```

Calculated values
HOMO energy: -4.54 eV
Multiplicity: 1
Total charge: -1
Electronic energy: -10437.971 eV
HOMO-LUMO gap: 8.769 eV
Relative energy (zero: lowest compared OMol25 entry of this formula, charge and spin): 47.7 kJ/mol

***

# 5
Density functional theory data (ωB97M-V with the def2-TZVPD basis set) for a structure of composition C23H24Cl3N3OPSiV.

The geometry in XYZ format:
```
57
Properties=species:S:1:pos:R:3:nbo_charge:R:1
V -0.75 1.16 2.05 0.83
N -1.46 2.63 0.66 -0.85
C -0.45 3.27 -0.20 0.13
C -0.72 4.50 -0.77 -0.21
C 0.24 5.10 -1.57 -0.14
C 1.46 4.47 -1.80 -0.18
C 1.72 3.24 -1.22 -0.15
C 0.76 2.63 -0.42 -0.39
P 1.03 1.03 0.37 1.01
C 0.69 -0.26 -0.85 -0.41
C 0.85 -1.60 -0.46 -0.20
C 0.66 -2.61 -1.38 -0.21
C 0.30 -2.30 -2.69 -0.19
C 0.13 -0.98 -3.08 -0.22
C 0.33 0.05 -2.16 -0.14
C 2.78 0.92 0.80 -0.32
C 3.27 1.68 1.86 -0.22
C 4.62 1.67 2.15 -0.18
C 5.49 0.89 1.39 -0.16
C 5.00 0.13 0.33 -0.20
C 3.65 0.14 0.03 -0.20
H -2.19 2.23 0.08 0.41
H -1.92 3.35 1.22 0.42
H -1.67 5.00 -0.58 0.24
H 0.03 6.06 -2.01 0.25
H 2.20 4.95 -2.42 0.25
H 2.67 2.75 -1.37 0.24
H 1.15 -1.84 0.55 0.23
H 0.81 -3.64 -1.09 0.24
H 0.17 -3.09 -3.42 0.24
H -0.14 -0.74 -4.10 0.24
H 0.22 1.08 -2.47 0.23
H 2.60 2.30 2.44 0.23
H 5.00 2.26 2.97 0.24
H 6.54 0.88 1.62 0.24
H 5.68 -0.47 -0.26 0.24
H 3.28 -0.45 -0.80 0.23
Cl 0.13 2.71 3.41 -0.31
Si -0.29 0.18 4.36 1.04
Cl 0.24 0.17 6.28 -0.26
Cl -2.36 0.66 4.23 -0.32
N -1.79 -0.34 1.18 -0.63
C -2.42 -1.21 0.71 0.71
N -3.10 -2.16 0.20 -0.42
C -3.96 -3.04 1.03 -0.23
C -3.66 -4.48 0.66 -0.09
O -3.81 -4.67 -0.73 -0.49
C -2.87 -3.91 -1.46 -0.08
C -3.10 -2.43 -1.26 -0.24
H -5.00 -2.80 0.81 0.23
H -3.76 -2.85 2.09 0.23
H -4.37 -5.14 1.15 0.23
H -2.65 -4.76 0.97 0.18
H -3.00 -4.16 -2.52 0.23
H -1.85 -4.18 -1.16 0.18
H -4.08 -2.14 -1.65 0.23
H -2.32 -1.83 -1.73 0.23
```

Calculated values
HOMO energy (spin up / spin down): -14.58 / -14.52 eV
Multiplicity: 3
Total charge: +2
Electronic energy: -111169.203 eV
HOMO-LUMO gap (spin up / spin down): 6.994 / 7.779 eV
Relative energy (zero: lowest compared OMol25 entry of this formula, charge and spin): 0.0 kJ/mol

***

# 6
Density functional theory data (ωB97M-V with the def2-TZVPD basis set) for the molecule C25H27ClN2O3S in a non-equilibrium geometry.

The geometry in XYZ format:
```
59
Properties=species:S:1:pos:R:3:nbo_charge:R:1
C 1.60 5.54 -3.51 -0.65
C 1.69 5.42 -2.02 0.09
C 1.65 6.56 -1.23 -0.25
C 1.74 6.47 0.14 -0.20
C 1.84 5.23 0.75 -0.26
C 1.86 4.07 -0.02 0.17
C 1.82 4.17 -1.42 -0.06
C 1.94 2.93 -2.26 -0.65
H 2.33 2.11 -1.67 0.23
H 2.62 3.11 -3.10 0.22
H 0.98 2.64 -2.68 0.21
N 1.98 2.79 0.57 -0.47
C 2.64 2.69 1.85 -0.22
H 3.54 3.32 1.83 0.22
C 3.04 1.23 2.06 -0.23
N 1.87 0.38 2.02 -0.43
C 1.43 -0.19 3.17 0.63
O 2.00 0.00 4.24 -0.62
C 0.27 -1.09 3.15 0.15
C -0.49 -1.45 4.23 -0.22
C -1.40 -2.43 3.78 -0.28
C -1.14 -2.62 2.45 0.27
O -0.13 -1.80 2.05 -0.42
C -1.80 -3.49 1.47 -0.64
H -2.10 -4.43 1.93 0.25
H -1.19 -3.66 0.59 0.25
S -3.42 -2.70 0.89 1.26
O -3.95 -1.98 2.03 -0.97
C -2.61 -1.40 -0.19 -0.61
C -2.02 -2.04 -1.39 -0.08
C -0.64 -2.18 -1.54 -0.21
C -0.10 -2.82 -2.64 -0.21
C -0.95 -3.34 -3.61 -0.04
C -2.33 -3.22 -3.48 -0.24
C -2.85 -2.58 -2.37 -0.15
H -3.92 -2.48 -2.26 0.21
H -2.98 -3.63 -4.23 0.23
Cl -0.29 -4.14 -4.99 0.01
H 0.96 -2.92 -2.75 0.23
H 0.03 -1.78 -0.79 0.22
H -3.42 -0.72 -0.45 0.24
H -1.88 -0.87 0.42 0.23
H -2.16 -2.92 4.35 0.24
H -0.39 -1.06 5.22 0.24
C 1.12 0.52 0.79 -0.22
H 0.22 -0.07 0.82 0.22
C 0.76 2.00 0.58 -0.22
H 0.24 2.12 -0.37 0.21
H 0.08 2.32 1.39 0.18
H 1.75 0.18 -0.04 0.19
H 3.52 1.09 3.03 0.25
H 3.72 0.92 1.26 0.20
H 2.00 3.00 2.69 0.18
H 1.89 5.17 1.83 0.21
H 1.72 7.37 0.75 0.21
H 1.55 7.53 -1.70 0.21
H 2.55 5.25 -3.97 0.22
H 1.39 6.57 -3.80 0.22
H 0.82 4.90 -3.91 0.22
```

Calculated values
HOMO energy: -8.28 eV
Multiplicity: 1
Electronic energy: -58843.246 eV
HOMO-LUMO gap: 8.765 eV
Relative energy (zero: lowest compared OMol25 entry of this formula, charge and spin): 0.0 kJ/mol